A.
16
Properties=species:S:1:pos:R:3 method="wB97M-V/def2-TZVPD" orbital_gap_ev=11.5 lumo_energy_ha=-0.1317 multiplicity=1 charge=+1
C -0.322 1.904 -0.571
C -1.611 1.325 -0.129
C 0.157 -0.130 0.015
C 0.753 -0.520 1.400
N 0.684 1.141 -0.559
N 0.501 -1.178 -0.882
O -1.255 -0.010 0.049
H -0.093 3.061 -0.744
H -1.993 1.616 0.854
H -2.304 1.673 -0.871
H 0.475 -1.535 1.745
H 0.422 0.183 2.159
H 1.799 -0.483 1.367
H 0.621 -2.108 -0.366
H 1.466 -1.003 -1.317
H -0.094 -1.186 -1.676

B.
16
Properties=species:S:1:pos:R:3 method="wB97M-V/def2-TZVPD" orbital_gap_ev=10.0 lumo_energy_ha=-0.1519 multiplicity=1 charge=+1
C 1.459 0.221 0.037
C 0.148 0.565 -0.569
C -0.590 -0.412 0.464
C 0.142 0.122 -2.039
N 1.009 -0.656 1.034
N -1.236 0.222 1.677
O 2.540 0.612 -0.187
H -0.192 1.619 -0.302
H -1.020 -1.371 0.287
H -0.903 0.160 -2.462
H 0.638 -0.841 -2.093
H 0.745 0.695 -2.835
H 1.370 -1.593 1.048
H -0.732 1.105 1.977
H -1.161 -0.456 2.481
H -2.218 0.009 1.483

Which is more stable than every other structure shown? A is more stable than every other one.